A structure of composition C4H6FO4Rh at a distorted geometry, computed with wB97M-V/def2-TZVPD.

```
16
Properties=species:S:1:pos:R:3:forces:R:3:lowdin_spin:R:1
O 0.3646 0.1335 2.2404 0.24 0.37 0.06 0.081
H 1.5172 -0.1921 0.5463 -0.13 -0.21 -0.19 -0.001
O 1.1118 -0.9995 -1.9832 -0.55 0.57 0.08 0.810
O -0.9705 1.2045 3.5938 -0.85 0.97 0.70 0.208
C -0.6480 0.9872 2.4276 -0.97 0.07 -3.40 0.030
H 0.6622 -1.6851 -3.9030 0.01 0.55 0.72 0.000
O -1.1863 1.3953 1.3446 0.17 0.15 0.80 0.005
Rh 0.4187 0.0445 4.3746 1.32 -1.27 2.48 2.645
H -0.7450 -1.3162 -2.8893 0.47 0.41 0.39 0.037
H 0.1562 1.7057 -0.2199 -0.11 -0.05 0.03 0.001
H -1.1471 0.4896 -0.5304 0.14 0.01 0.12 0.001
H 0.2146 0.0046 -3.5829 0.19 -0.21 0.68 0.054
C 0.3085 -0.9962 -3.0893 -0.23 -1.14 -1.68 0.108
C -0.4240 0.8778 0.1882 0.02 0.02 -0.19 0.005
C 0.4562 -0.2127 0.7869 -0.20 -1.22 -0.70 0.013
F -0.0893 -1.4411 0.6954 0.49 0.99 0.11 0.005
```
Positions in Å, forces in eV/Å.

Multiplicity: 5
Highest occupied orbital energy (alpha / beta) (eV): -16.64 / -16.04
Total charge: +2
Frontier orbital gap (alpha / beta) (eV): 5.70 / 2.61
LUMO energy (alpha / beta) (eV): -10.942 / -13.437

---

A structure of composition C4H6FO4Zn at a distorted geometry, computed with wB97M-V/def2-TZVPD.

```
16
Properties=species:S:1:pos:R:3:forces:R:3:mulliken_charge:R:1
C -0.0602 -0.5432 0.4165 0.28 -0.47 0.81 1.224
H -0.3879 2.3617 1.7806 0.01 -0.17 -0.17 0.361
C -0.3431 1.7959 0.8432 -0.16 0.36 -0.01 -0.471
F 1.9493 -0.1578 -3.3613 0.41 -0.14 -0.74 -0.605
O -0.1687 -0.4817 -0.8094 -1.13 -0.35 0.14 -0.629
C 0.5425 2.5354 -0.1193 -0.22 0.18 -0.16 0.268
O -0.0192 -1.6417 1.0898 -0.29 0.75 0.29 -0.276
C -0.6030 -2.8189 0.5050 0.01 -0.81 -0.55 -0.633
H -1.3585 1.7978 0.4089 0.18 0.00 0.09 0.342
Zn 0.9121 0.3095 -2.0792 0.53 0.46 -0.14 0.914
H -0.7632 -3.5048 1.3388 0.07 0.19 -0.22 0.245
H 0.0942 -3.2482 -0.2227 -0.22 0.06 0.17 0.307
O 0.0584 0.4889 1.2139 0.22 0.07 0.26 -0.321
O 1.2091 2.0304 -1.0015 -0.09 0.16 0.14 -0.448
H 0.4908 3.6356 -0.0292 0.17 -0.18 -0.03 0.396
H -1.5527 -2.5589 0.0260 0.24 -0.10 0.12 0.326
```
Positions in Å, forces in eV/Å.

Multiplicity: 1
Highest occupied orbital energy (eV): -15.92
Total charge: +1
Frontier orbital gap (eV): 10.96
LUMO energy (eV): -4.952

---

A structure of composition C4H6FeLiO2 at a distorted geometry, computed with wB97M-V/def2-TZVPD.

```
14
Properties=species:S:1:pos:R:3:forces:R:3:lowdin_spin:R:1
H 0.5494 -1.4697 -2.5758 0.37 0.22 0.40 0.005
O -0.9398 0.3446 1.8260 -0.27 -0.39 0.16 0.166
H 2.0793 0.3843 -1.4657 -0.30 -0.05 0.63 0.000
Li -1.7670 -0.7419 3.0018 -0.26 -0.13 0.58 0.017
C 1.1472 0.6878 0.7224 1.26 -1.15 -4.03 0.398
C 0.3981 0.3668 1.7219 1.02 -0.60 0.29 0.341
H -1.6180 -1.1932 -2.0813 -0.43 -0.06 -0.21 0.004
H 1.5404 -0.2691 1.9269 -2.29 1.00 0.35 0.031
H 0.2762 0.2263 -2.9244 -0.33 0.07 0.44 0.001
C 0.2897 -0.5096 -2.1087 -0.53 0.07 -0.21 0.046
Fe -1.0944 0.7808 -0.1085 0.17 -0.64 0.23 3.828
O -1.0277 -0.6959 -1.5085 -0.15 0.73 0.22 0.065
H 1.6469 -1.1172 -0.6076 -0.18 0.70 0.27 0.004
C 1.2505 -0.1545 -0.9778 1.91 0.23 0.88 0.093
```
Positions in Å, forces in eV/Å.

Multiplicity: 6
Highest occupied orbital energy (alpha / beta) (eV): -16.35 / -17.82
Total charge: +2
Frontier orbital gap (alpha / beta) (eV): 7.45 / 7.65
LUMO energy (alpha / beta) (eV): -8.898 / -10.171

---

An isolated molecule of C4H6I2 at a distorted geometry, computed with wB97M-V/def2-TZVPD.

```
12
Properties=species:S:1:pos:R:3:forces:R:3:mulliken_charge:R:1
H -1.8339 -0.0508 -0.6328 -2.63 2.99 -2.87 0.262
C -0.5712 0.0093 1.1046 0.47 0.26 0.29 -0.489
H -0.5127 1.1329 1.2834 -0.63 -1.76 -0.18 0.228
H -1.5790 -1.6058 -0.0975 -0.69 -2.42 0.59 0.285
H 0.8302 0.5618 -1.8816 1.26 0.32 0.81 0.431
H -0.4219 -0.6296 1.9374 -0.21 -0.12 0.97 0.276
I 1.5032 -2.1517 -0.0258 -0.59 0.49 0.07 0.075
I 2.7266 1.4738 0.0140 -0.67 -0.07 -0.32 0.120
C -1.2672 -0.6341 -0.0855 3.52 0.61 2.11 -0.765
H 0.0385 1.4988 -0.7477 0.54 0.98 0.44 0.464
C 0.8753 0.8058 -0.7861 -2.26 -1.98 -1.70 -1.153
C 0.2122 -0.4105 -0.0823 1.88 0.70 -0.19 0.266
```
Positions in Å, forces in eV/Å.

Multiplicity: 1
Highest occupied orbital energy (eV): -9.17
Total charge: 0
Frontier orbital gap (eV): 9.46
LUMO energy (eV): 0.297

---

An isolated molecule of C4H6INO at a distorted geometry, computed with wB97M-V/def2-TZVPD.

```
13
Properties=species:S:1:pos:R:3:forces:R:3:mulliken_charge:R:1
H -1.3037 -1.8280 -1.2060 0.09 1.40 0.31 0.320
C 0.8953 1.2264 0.7445 2.56 1.35 1.48 0.373
O 1.7783 1.9684 1.1586 -1.78 -0.79 -0.92 -0.636
C -0.4489 -1.1257 -0.9887 0.70 -3.04 -0.72 -1.135
N 0.8164 -0.1335 0.8621 -0.95 -0.54 0.56 -0.233
H -0.1057 -0.7080 -1.9557 -0.20 0.17 0.75 0.302
C -0.5085 -0.2338 0.2445 0.95 0.17 -3.78 0.277
C -0.3927 1.2756 -0.0821 -2.51 1.32 4.73 -0.537
H 0.2832 -1.9579 -0.7442 -0.28 1.00 -0.28 0.203
H -1.3543 -0.5604 0.7542 -1.10 -0.12 1.93 0.379
I 1.8013 -1.5706 1.9033 -0.15 0.59 -0.20 0.204
H -1.2613 2.0165 0.3158 2.10 -1.89 -0.44 0.214
H -0.1994 1.6310 -1.0064 0.57 0.37 -3.41 0.269
```
Positions in Å, forces in eV/Å.

Multiplicity: 1
Highest occupied orbital energy (eV): -9.25
Total charge: 0
Frontier orbital gap (eV): 8.89
LUMO energy (eV): -0.363

---

A cluster of 2 separate species, C4H6INO in total at a distorted geometry, computed with wB97M-V/def2-TZVPD.

```
13
Properties=species:S:1:pos:R:3:forces:R:3:mulliken_charge:R:1
H 1.2343 2.2331 0.4566 -0.18 -0.94 1.05 0.271
C -0.3245 0.0198 -0.4060 0.81 0.16 -0.96 -0.075
I -3.6091 -0.0400 -3.1702 -0.18 -0.35 0.36 -0.124
H 2.2309 1.3269 1.6515 -1.11 -0.36 -0.49 0.295
H 0.4614 1.6872 2.0791 1.48 -0.48 -1.66 0.225
H -4.1471 -1.1423 -2.0933 0.20 0.36 -0.35 0.116
H -0.9358 0.6934 -1.0436 0.55 -0.10 1.16 0.296
O -0.4311 -1.2334 -0.8912 1.19 -0.58 2.22 -0.104
C 1.1963 1.3824 1.2115 -0.82 1.18 0.63 -0.991
C 1.1934 -1.2656 0.6305 -2.51 1.77 -1.29 -0.324
C 0.6903 0.1260 0.5157 0.43 -0.44 0.09 0.381
H 1.9570 -1.7520 1.1961 0.34 0.18 0.45 0.408
N 0.4840 -2.0356 -0.1368 -0.21 -0.39 -1.20 -0.374
```
Positions in Å, forces in eV/Å.

Multiplicity: 1
Highest occupied orbital energy (eV): -9.42
Total charge: 0
Frontier orbital gap (eV): 9.93
LUMO energy (eV): 0.506

---

A cluster of 2 separate species, C4H6IO2 in total at a distorted geometry, computed with wB97M-V/def2-TZVPD.

```
13
Properties=species:S:1:pos:R:3:forces:R:3:mulliken_charge:R:1
H 1.0779 1.1043 0.3881 -0.08 0.20 0.34 0.070
H -0.4005 1.8819 -0.1285 -0.07 -0.02 0.45 0.380
O -1.2820 -1.6616 1.9511 0.53 1.16 -1.17 -0.639
C -0.7867 -0.9416 1.0909 -0.62 -2.20 1.68 0.494
H -0.8606 -2.1229 -0.7603 -0.20 0.05 0.35 0.262
H -0.8911 0.1932 -1.6313 -0.40 -0.42 0.18 0.256
I 2.4939 3.7335 0.5664 0.05 0.03 -0.06 -0.925
C 0.0261 0.9233 0.1666 1.62 1.16 -1.88 -0.266
C -0.2203 -1.4150 -0.2339 -0.39 0.73 -0.65 -0.334
H 0.7291 -1.9288 -0.0830 0.09 0.20 0.22 0.241
H 0.8039 -0.0565 -1.6146 0.14 0.13 0.18 0.290
O -0.6182 0.3661 1.2537 -1.12 -0.67 1.25 -0.330
C -0.0713 -0.0760 -0.9652 0.43 -0.35 -0.88 -0.500
```
Positions in Å, forces in eV/Å.

Multiplicity: 1
Highest occupied orbital energy (eV): -3.59
Total charge: -1
Frontier orbital gap (eV): 6.83
LUMO energy (eV): 3.233

---

A structure of composition C4H6InO2 at a distorted geometry, computed with wB97M-V/def2-TZVPD.

```
13
Properties=species:S:1:pos:R:3:forces:R:3:mulliken_charge:R:1
H 0.2598 -0.2921 1.9364 -0.78 -0.99 -0.20 0.427
In 0.0337 -0.6365 -1.4270 -0.22 -2.92 -2.18 1.179
H -1.6174 -2.3850 0.6052 -0.75 -1.07 -0.24 0.441
H -0.8233 2.3679 0.6816 -0.14 -0.14 0.21 0.428
H -1.7678 0.2868 0.9864 -0.09 -0.08 1.40 0.485
O -1.0538 -2.0443 1.3146 1.70 0.59 0.06 -0.157
O 1.1035 0.9841 -1.2718 1.06 1.47 -0.71 -0.301
C -0.0494 1.5827 0.7431 0.63 0.33 -0.01 -0.719
H 0.5306 1.8657 1.6373 -0.03 0.24 0.09 0.499
C -0.6703 0.2212 0.9644 -0.41 0.48 -0.40 -0.016
C 0.8615 1.8189 -0.4046 0.75 0.83 1.06 0.341
C -0.2389 -1.1250 0.9135 -1.56 1.21 1.15 -0.084
H 1.4209 2.7688 -0.4162 -0.15 0.05 -0.23 0.477
```
Positions in Å, forces in eV/Å.

Multiplicity: 1
Highest occupied orbital energy (alpha / beta) (eV): -25.70 / -24.89
Total charge: +3
Frontier orbital gap (alpha / beta) (eV): 7.52 / 7.11
LUMO energy (alpha / beta) (eV): -18.184 / -17.779

---

Let's list relative energy (zero: lowest compared OMol25 entry of this formula, charge and spin) in order: 0.75, 0.00, 42.78, 11.79, 47.54, 59.10, 0.00, 42.75 kcal per mole.